No. 1
{
  "formula": "C19H18F3N4O2PtS2Se",
  "method": "wB97M-V/def2-TZVPD",
  "species": ["H", "C", "C", "C", "C", "O", "N", "C", "H", "C", "H", "C", "C", "C", "C", "Pt", "S", "H", "N", "C", "C", "H", "H", "H", "H", "C", "N", "H", "H", "N", "C", "C", "H", "H", "H", "F", "H", "F", "H", "H", "H", "C", "C", "S", "H", "Se", "F", "C", "C", "O"],
  "positions_angstrom": [[3.636, 6.420, -0.256], [1.852, 5.239, -0.118], [-3.304, 2.628, 0.508], [3.914, -9.541, 0.160], [-5.544, 1.632, 0.062], [0.508, 2.945, 0.231], [-2.066, 2.699, 0.304], [-0.255, 3.998, 0.214], [-0.835, -3.461, 1.328], [1.217, 0.248, -0.108], [-1.911, 5.710, 0.165], [1.887, 7.634, -0.171], [3.716, -7.138, -0.095], [2.578, 6.429, -0.209], [-1.051, -3.781, 0.308], [-0.522, 1.249, 0.106], [-4.324, 4.033, 0.448], [2.172, -8.320, 0.712], [5.191, -9.547, -0.286], [0.462, 5.290, 0.100], [5.025, -7.170, -0.638], [-6.341, 1.020, 0.391], [-6.601, 3.184, 0.987], [-6.392, 3.494, -0.688], [2.334, 4.268, -0.321], [-5.871, 3.121, 0.216], [-1.536, 3.942, 0.249], [-2.191, -3.198, -1.297], [2.466, 8.628, -0.261], [-1.392, -0.447, -0.004], [-0.202, 6.513, 0.183], [5.710, -8.363, -0.641], [3.475, -10.493, 0.427], [-0.004, 8.670, -0.081], [-0.154, -3.704, -0.297], [1.191, -1.147, -0.233], [6.750, -8.383, -0.939], [1.996, 0.426, 0.982], [-5.318, 1.528, -1.050], [5.537, -6.226, -0.861], [-3.132, -3.003, 0.201], [-1.764, -1.518, -0.175], [-2.130, -2.914, -0.241], [-4.075, 1.135, 0.961], [-1.390, -4.801, 0.300], [2.665, -5.532, -0.120], [1.912, 0.702, -1.184], [3.166, -8.378, 0.288], [0.484, 7.698, -0.048], [-1.538, 6.582, 0.492]],
  "forces_ev_per_angstrom": [[0.848, -0.039, -0.265], [0.010, 0.267, -0.476], [-4.525, -0.840, 0.441], [0.816, 0.622, -0.353], [0.898, 0.541, -2.584], [0.343, -1.101, -0.207], [5.665, -0.516, -0.774], [1.052, 0.893, -0.191], [0.274, -0.295, 0.035], [-0.814, -0.031, 0.303], [0.062, 0.411, 0.840], [0.394, 1.937, -0.230], [0.592, -0.818, -0.977], [-1.301, -0.158, 0.328], [0.370, -0.120, 1.094], [0.180, 0.932, 0.188], [-0.451, 0.633, 0.414], [-0.067, -0.624, -0.024], [-0.851, 0.229, 0.221], [0.364, -1.191, -0.076], [-0.774, 1.171, 1.089], [-1.019, -0.706, 0.033], [-0.208, 0.679, 1.199], [0.427, -0.266, 0.270], [-0.384, 0.594, 0.533], [-0.142, -0.568, -0.829], [-1.024, 0.910, 0.108], [-0.514, 0.291, -0.029], [-0.950, -1.711, 0.112], [-0.731, -1.130, -0.455], [-0.928, 0.797, 0.148], [-0.120, -0.762, 0.113], [0.100, -0.099, 0.043], [-0.145, -0.341, 0.154], [0.134, 0.114, 0.019], [0.068, 0.437, -0.342], [0.067, -0.004, -0.125], [0.694, 0.105, 0.054], [-0.392, -0.471, 1.296], [-0.194, -0.508, -0.222], [0.331, -0.300, 0.070], [0.309, 0.992, 0.360], [-0.756, 0.341, -1.380], [-0.241, 0.452, 0.457], [-0.029, -0.522, 0.124], [0.383, -0.464, 0.203], [0.377, -0.388, 0.120], [0.035, 1.288, 0.041], [1.339, -0.118, 0.234], [0.427, -0.544, -1.105]],
  "homo_energy_ha": [-0.036, -0.168],
  "spin_multiplicity": 3,
  "charge": -1,
  "energy_ha": -4721.00672,
  "orbital_gap_ev": [2.87, 3.36],
  "de_lowest_kcal_mol": 49.1
}


No. 2
{
  "formula": "C25H34BNO6",
  "method": "wB97M-V/def2-TZVPD",
  "species": ["C", "C", "H", "H", "C", "C", "H", "H", "H", "O", "C", "C", "C", "H", "H", "H", "H", "O", "C", "C", "C", "H", "H", "C", "H", "H", "H", "H", "C", "O", "C", "C", "H", "C", "H", "C", "H", "C", "H", "H", "H", "H", "H", "H", "O", "H", "C", "H", "H", "C", "H", "H", "H", "C", "O", "H", "H", "C", "N", "C", "H", "C", "O", "C", "C", "B", "H"],
  "positions_angstrom": [[-1.685, 4.824, -3.247], [-2.792, 4.807, -4.236], [3.395, 1.138, -2.082], [1.897, -3.064, 0.382], [-3.360, -5.931, 1.029], [-4.157, -4.651, 2.967], [0.950, -0.985, 1.731], [0.472, 0.694, -1.466], [-1.989, 4.076, -0.199], [-1.046, -6.347, 0.937], [-1.969, -5.847, 1.542], [2.568, 1.298, -1.388], [-0.321, 3.289, 0.809], [-2.630, -4.032, 4.411], [3.798, -0.576, 2.649], [0.244, -3.613, 0.416], [-1.939, 4.538, 1.481], [1.388, -2.691, 2.824], [-1.876, 2.749, -5.213], [-2.812, 3.694, -5.219], [3.322, 2.435, 0.795], [-0.053, -2.421, -1.475], [-1.710, 1.958, 1.730], [0.638, -2.030, 1.780], [-1.872, 1.928, -5.919], [-1.686, 5.644, -2.539], [2.476, 0.415, 0.623], [2.225, 2.323, -1.533], [3.094, 1.107, 0.044], [0.084, 1.907, -4.216], [-0.768, 2.767, -4.223], [1.674, -1.133, -1.435], [-1.399, 1.656, 0.013], [2.349, -1.910, 3.400], [1.922, 2.856, 2.684], [-2.766, -4.567, 3.480], [-0.828, 5.310, 0.270], [-0.747, 3.881, -3.241], [4.072, 0.624, -0.021], [1.385, 0.396, -2.901], [-0.193, 1.168, 1.194], [2.574, -1.274, -0.837], [-0.414, -2.111, 2.044], [-3.628, 3.701, -5.931], [-5.081, -4.147, 3.566], [-0.730, -5.071, 3.177], [1.446, 0.343, -1.813], [3.719, 3.166, 0.085], [4.413, -2.214, 2.946], [3.572, -1.638, 2.571], [0.069, 3.876, -2.526], [-5.395, -5.425, 1.335], [-3.494, -6.464, 0.097], [0.867, -2.717, 0.439], [-3.647, 5.665, -4.239], [3.407, -1.872, 1.523], [-0.237, -1.065, -0.390], [-0.935, 1.928, 0.963], [0.927, 3.519, 0.787], [-1.752, -5.122, 2.821], [1.842, -1.684, -2.361], [-1.314, 4.399, 0.601], [2.222, -1.509, 4.528], [-4.374, -5.377, 1.689], [0.477, -1.815, -0.741], [2.007, 2.945, 1.490], [4.107, 2.277, 1.537]],
  "forces_ev_per_angstrom": [[0.044, -0.005, 0.036], [0.018, -0.032, -0.014], [0.101, 0.169, -0.002], [0.093, 0.086, -0.138], [-0.027, 0.009, 0.007], [0.028, -0.011, -0.004], [-0.164, 0.130, 0.018], [0.021, -0.015, 0.274], [-0.159, 0.145, 0.038], [0.031, 0.003, -0.038], [-0.022, 0.012, 0.026], [-0.270, -0.390, 0.058], [0.468, 0.680, -0.368], [-0.021, 0.004, 0.004], [0.188, -0.011, 0.107], [0.111, -0.136, 0.091], [0.116, 0.140, 0.150], [-0.389, 0.029, 0.069], [-0.025, 0.017, 0.007], [0.017, -0.030, -0.006], [0.074, -0.002, 0.083], [-0.128, 0.063, -0.036], [-0.075, -0.101, -0.004], [0.698, -0.478, -0.327], [0.025, -0.011, 0.008], [-0.034, 0.020, -0.018], [-0.209, 0.119, 0.011], [0.005, 0.067, 0.008], [0.485, 0.240, -0.166], [-0.021, 0.052, -0.083], [-0.045, 0.032, -0.017], [-0.456, -0.045, -0.170], [-0.150, -0.042, 0.025], [-0.036, 0.213, 0.921], [-0.208, 0.087, 0.001], [0.014, 0.000, -0.017], [0.057, 0.151, 0.300], [0.020, 0.009, 0.052], [-0.051, -0.224, 0.030], [-0.145, 0.126, 0.099], [0.056, 0.031, 0.128], [0.049, 0.156, 0.116], [-0.051, 0.302, 0.170], [-0.010, 0.024, 0.009], [-0.035, 0.023, 0.013], [0.011, 0.001, -0.032], [0.290, -0.124, -0.419], [-0.016, 0.035, -0.055], [0.013, -0.050, 0.088], [-0.256, 0.369, -0.383], [0.011, -0.027, -0.007], [-0.011, 0.013, 0.025], [0.029, -0.009, -0.002], [-0.521, -0.164, 0.029], [-0.024, 0.022, 0.004], [0.064, -0.119, -0.039], [-0.042, 0.064, 0.000], [0.183, -0.006, -0.012], [-0.638, -0.691, 1.242], [0.054, 0.037, 0.027], [0.248, -0.069, 0.026], [-0.163, -0.483, -0.882], [0.090, -0.334, -0.556], [0.014, -0.013, -0.025], [0.301, -0.162, 0.068], [0.388, 0.038, -0.640], [-0.011, 0.065, 0.091]],
  "homo_energy_ha": -0.359,
  "energy_ha": -1503.98273,
  "orbital_gap_ev": 8.07,
  "smiles": "CC(=O)OCCCCCCCCBN=C(C)C.O=C1C=CC(=O)C=C1.O=C1C=CC(=O)C=C1",
  "de_lowest_kcal_mol": 4.5
}


No. 3
{
  "formula": "C6H24",
  "method": "wB97M-V/def2-TZVPD",
  "species": ["C", "H", "H", "H", "H", "C", "H", "C", "H", "H", "C", "H", "H", "H", "C", "H", "H", "H", "C", "H", "H", "H", "H", "H", "H", "H", "H", "H", "H", "H"],
  "positions_angstrom": [[4.198, -4.701, -1.265], [-3.245, 2.128, 1.565], [-4.026, 0.853, 2.594], [2.857, 1.815, -2.008], [-3.253, -2.509, -0.316], [-2.680, -2.142, 0.538], [-2.841, -1.772, -2.842], [-3.015, -0.714, -2.637], [-3.305, -1.726, 1.331], [-3.426, -0.479, -1.667], [2.638, 2.728, -1.424], [2.797, 3.497, -2.190], [2.055, 3.297, 3.208], [3.460, -4.237, -0.639], [-4.112, 1.854, 2.174], [-4.371, 2.537, 2.985], [4.178, -5.776, -1.418], [1.650, 2.722, -0.981], [2.969, 2.999, 2.697], [-4.952, 1.937, 1.476], [-2.113, -1.364, 0.026], [5.262, -4.468, -1.162], [3.951, -4.297, -2.271], [3.833, 3.284, 3.298], [-2.138, -0.146, -2.925], [3.097, 3.523, 1.760], [-2.026, -2.910, 0.921], [-3.694, -0.547, -3.489], [3.412, 2.631, -0.681], [2.827, 1.919, 2.651]],
  "forces_ev_per_angstrom": [[0.622, 0.160, -2.583], [0.110, 0.068, 0.644], [0.018, 0.007, -0.265], [-0.799, -0.008, 0.191], [-0.384, -0.426, 0.525], [-0.116, 0.427, -0.854], [0.423, -0.110, 0.875], [-0.305, -0.446, -2.126], [0.032, -0.082, -0.252], [-0.065, -0.010, -0.022], [0.717, -1.118, -1.304], [-0.068, 0.297, 0.789], [0.047, 0.608, -0.046], [0.170, -0.228, 0.902], [-0.659, 0.220, -0.449], [0.571, 0.149, -0.090], [-0.568, -0.147, 0.574], [-0.064, 0.018, -0.128], [-0.217, -0.013, 0.770], [-0.035, -0.451, 0.155], [0.351, 0.179, 0.621], [-0.361, 0.414, 0.740], [0.137, -0.198, 0.366], [-0.116, -0.328, 0.216], [0.293, 0.050, 0.496], [-0.349, -0.300, -0.411], [0.151, -0.159, 0.075], [-0.382, 0.587, 0.669], [0.215, 0.807, 0.449], [0.632, 0.035, -0.526]],
  "homo_energy_ha": -0.462,
  "energy_ha": -242.91857,
  "orbital_gap_ev": 13.22,
  "smiles": "C.C.C.C.C.C",
  "de_lowest_kcal_mol": 16.7
}


No. 4
{
  "formula": "C25H29MnN2O2P2",
  "method": "wB97M-V/def2-TZVPD",
  "species": ["N", "O", "H", "H", "H", "C", "C", "C", "C", "C", "N", "C", "C", "H", "C", "C", "H", "H", "H", "H", "C", "C", "H", "H", "C", "C", "C", "Mn", "O", "H", "P", "H", "H", "H", "C", "H", "H", "C", "C", "H", "P", "H", "H", "H", "H", "H", "C", "C", "H", "C", "C", "H", "C", "H", "C", "H", "H", "H", "H", "C", "C"],
  "positions_angstrom": [[0.114, -1.551, -0.797], [-1.665, 0.553, 1.755], [4.258, 1.665, 0.433], [-0.114, 3.207, -3.297], [1.063, 2.696, 3.251], [-3.370, -2.665, -2.879], [-2.631, -1.569, -3.318], [-1.035, -1.904, -1.542], [2.367, -4.651, 0.948], [-2.883, -3.437, -1.835], [-0.386, 3.405, 1.918], [1.005, -4.788, 0.749], [3.207, 1.767, 0.140], [0.358, 3.451, -1.567], [-0.598, 3.683, 4.278], [-1.811, 4.352, 4.090], [2.947, -5.444, 1.410], [3.059, -0.937, -1.516], [-2.961, -0.992, -4.175], [-4.287, -2.933, -3.397], [0.101, 3.207, 3.182], [-1.191, -3.996, -0.090], [-1.814, -4.040, 0.807], [0.299, -0.158, -3.578], [-2.298, 4.529, 2.795], [3.076, -1.161, -0.437], [-0.809, 0.435, 0.950], [0.357, 0.189, -0.371], [0.326, 3.031, 0.876], [-1.896, 4.163, 0.679], [2.328, 0.241, 0.483], [2.043, 0.609, 2.834], [4.132, -1.209, -0.135], [-2.331, 2.477, -0.685], [-1.726, -3.068, -1.156], [1.379, 2.447, -2.627], [-3.239, 5.039, 2.596], [0.903, -2.564, -0.210], [0.346, 2.749, -2.413], [4.086, -3.398, 0.604], [-0.613, 1.328, -1.900], [-1.325, -5.044, -0.439], [2.078, -1.136, 2.465], [-2.958, 0.972, -1.409], [3.612, -0.207, 2.479], [-2.693, 2.410, -2.450], [2.541, -0.166, 2.234], [0.269, -3.759, 0.174], [-1.255, 0.545, -4.054], [3.010, -3.504, 0.492], [-1.581, 4.040, 1.717], [-3.415, -4.338, -1.535], [-1.465, -1.162, -2.686], [2.710, 2.562, 0.713], [-0.718, 0.069, -3.222], [-0.171, 3.508, 5.265], [-2.365, 4.736, 4.945], [0.501, -5.704, 1.038], [3.126, 2.016, -0.926], [2.318, -2.440, -0.070], [-2.317, 1.847, -1.585]],
  "forces_ev_per_angstrom": [[0.192, -1.938, -1.162], [3.483, -0.257, -3.238], [-0.069, 0.275, -0.133], [0.287, 0.164, 0.085], [-0.421, 0.244, -0.204], [0.148, 0.022, -0.269], [-0.194, 0.189, 0.049], [0.229, -0.648, 0.027], [0.297, -0.013, -0.252], [-0.139, 0.267, -0.073], [0.208, 0.290, -0.232], [0.229, 0.183, 0.100], [0.614, 0.204, 0.234], [-0.012, -0.139, -0.252], [-0.170, -0.058, -0.198], [0.083, 0.004, 0.067], [-0.097, 0.083, -0.088], [-0.157, -0.033, 0.305], [-0.099, -0.113, 0.023], [0.170, -0.009, 0.112], [-0.379, 0.227, -0.424], [-0.168, -0.462, -0.441], [0.123, 0.684, 0.238], [-0.220, -0.022, 0.230], [0.128, -0.209, 0.076], [0.243, -0.112, 0.195], [-7.066, 0.781, 7.310], [1.646, 0.103, -1.100], [-0.464, -0.137, 0.542], [0.332, -0.104, 0.430], [2.156, -0.158, 0.525], [0.238, -0.240, -0.127], [-0.185, -0.355, -0.146], [-0.027, -0.154, -0.326], [-0.395, -0.146, -0.412], [-0.313, 0.056, -0.054], [0.262, -0.120, 0.140], [-0.285, -0.553, -0.367], [-0.149, 0.544, -0.465], [-0.086, -0.121, 0.035], [-0.908, 0.949, -1.668], [0.283, 0.574, -0.130], [0.145, 0.286, -0.181], [0.257, 0.188, -0.096], [-0.295, 0.018, 0.083], [-0.074, -0.087, 0.273], [0.209, 0.073, 0.270], [0.286, -0.248, 0.143], [-0.015, -0.454, -0.026], [0.110, 0.172, 0.373], [0.427, -0.135, 0.351], [0.084, 0.118, -0.015], [0.332, -0.045, 0.546], [0.181, -0.181, -0.172], [-0.292, 0.041, -0.123], [-0.228, 0.137, -0.257], [0.152, -0.114, -0.236], [0.014, 0.053, 0.009], [0.095, -0.122, 0.272], [-0.506, 0.228, 0.004], [-0.227, 0.329, -0.176]],
  "homo_energy_ha": [-0.350, -0.368],
  "spin_multiplicity": 6,
  "charge": 1,
  "energy_ha": -3063.44821,
  "orbital_gap_ev": [6.99, 6.05],
  "de_lowest_kcal_mol": 0.0
}